Record 1
# C4H12N2

A gas-phase ion, C4H12N2 (charge +1) (the ωB97M-V functional and the def2-TZVPD basis, the OMol25 dataset).

Structure (XYZ):
```
18
C4H12N2 the ωB97M-V functional and the def2-TZVPD basis
C -0.1634 -0.8739 0.9941
C 0.6057 -0.1155 -0.0650
C -0.3686 0.6121 -0.9153
C -1.3626 1.4452 -0.3974
N 0.0189 0.8186 -2.3198
N 0.7454 -1.3802 2.1185
H -0.9835 -0.3220 1.4402
H -0.6251 -1.7641 0.5956
H 1.3544 0.5463 0.4303
H 1.1714 -0.8342 -0.6450
H -2.2097 1.8734 -0.9080
H -1.3301 1.7240 0.6556
H -0.7289 1.3688 -2.7432
H 0.1670 -0.0325 -2.8598
H 0.8565 1.4186 -2.4666
H 1.2165 -0.6259 2.6192
H 0.1813 -1.8983 2.7907
H 1.4547 -1.9604 1.6758
```

The total charge is +1. The gap between HOMO and LUMO (alpha / beta) comes out at 0.16209 / 0.29385 hartree. As for the spin multiplicity: 2. Its LUMO energy (alpha / beta) is -3.47 / -3.52 eV.

---

Record 2
# C5H7F2N

2 unconnected molecules or ions with the total composition C5H7F2N (the ωB97M-V functional and the def2-TZVPD basis, the OMol25 dataset).

Structure (XYZ):
```
15
C5H7F2N the ωB97M-V functional and the def2-TZVPD basis
C 1.1490 1.3959 0.6164
C 0.9135 0.2195 0.0063
C -0.0286 -0.7275 0.6231
C 1.4484 -0.1464 -1.2588
C -2.1078 0.0745 0.2564
N -0.0678 -1.8793 0.9735
F -2.6374 -0.7261 -0.6375
F -2.1937 1.3854 -0.1918
H 1.9258 2.1093 0.4423
H 0.4409 1.7326 1.4164
H 0.9498 0.5075 -1.8949
H 1.3410 -1.2948 -1.3893
H 2.4770 -0.1115 -1.2996
H -2.6745 -0.0329 1.1797
H -0.9356 -2.5062 1.1577
```

The gap between HOMO and LUMO (alpha / beta) comes out at 0.24030 / 0.29325 hartree. As for the spin multiplicity: 3. Its LUMO energy (alpha / beta) is 0.94 / -1.43 eV.

---

Record 3
# C4H12

2 unconnected molecules or ions with the total composition C4H12 (the ωB97M-V functional and the def2-TZVPD basis, the OMol25 dataset).

Structure (XYZ):
```
16
C4H12 the ωB97M-V functional and the def2-TZVPD basis
C -2.2438 1.5605 -0.2975
C -2.3585 0.0716 -0.1939
H -1.4498 1.7279 0.4826
H -2.1028 2.0081 -1.3491
H -3.0178 2.2483 0.0838
H -3.3721 -0.3479 0.0012
H -1.5919 -0.3248 0.5743
H -1.9160 -0.4886 -1.0636
C 2.4550 -1.5520 0.0020
C 2.0495 -0.1464 0.4822
H 1.5905 -2.1165 -0.1568
H 2.9305 -1.3926 -1.1156
H 3.1195 -2.1477 0.6530
H 2.7859 0.5805 0.2112
H 1.2048 0.2396 0.0052
H 1.9171 0.0802 1.6809
```

The gap between HOMO and LUMO comes out at 0.45399 hartree. Its LUMO energy is 1.07 eV.

---

Record 4
# C31H57F3N3O21Ti

A molecular structure, C31H57F3N3O21Ti (the ωB97M-V functional and the def2-TZVPD basis, the OMol25 dataset).

Structure (XYZ):
```
116
C31H57F3N3O21Ti the ωB97M-V functional and the def2-TZVPD basis
Ti 0.1780 4.8987 -1.2696
C -2.5564 -0.2693 -1.6089
C -1.7189 0.7463 -0.8475
C -0.1764 0.3307 -0.8327
O -2.0355 2.0851 -1.1834
H -2.3074 -1.2407 -1.1817
H -2.2970 -0.2778 -2.6676
H -3.6143 -0.0183 -1.5317
H -1.9887 0.6756 0.2062
H 0.1319 0.0517 -1.8403
H 0.1126 -0.5069 -0.1979
H 0.4481 1.1771 -0.5470
C -0.0073 -0.4434 5.3067
C 1.4374 -0.8105 5.7802
O 2.4075 0.1619 5.4472
C 3.2704 0.7149 6.3520
O 3.4934 0.4164 7.5112
C 4.2103 1.7835 5.6756
F 5.2842 1.2895 5.1657
F 3.5307 2.4153 4.7440
F 4.5647 2.6438 6.6068
H -0.7081 -1.2481 5.5293
H -0.0083 -0.4470 4.2167
H -0.3759 0.5340 5.6179
H 1.8158 -1.7881 5.4813
H 1.3248 -0.8024 6.8644
C 4.9861 2.5132 -1.2068
O 5.6363 3.7099 -0.7326
C 5.0582 4.7389 -0.0855
O 3.8477 4.8399 -0.0131
O 5.9824 5.5238 0.4067
C 5.6325 6.6854 1.1801
H 4.1270 2.8263 -1.8001
H 4.5719 1.9532 -0.3684
H 5.5806 1.8817 -1.8670
H 5.2483 7.4476 0.5023
H 6.5880 7.0667 1.5403
H 5.0088 6.4772 2.0495
C 5.7122 -0.4398 -5.9223
O 4.3543 -0.7140 -5.6758
C 4.0887 -1.8868 -4.9494
O 4.9295 -2.6931 -4.5194
O 2.7743 -2.0105 -4.9325
C 2.0612 -3.1205 -4.3962
H 6.1306 -1.2397 -6.5332
H 6.2041 -0.4174 -4.9498
H 5.8601 0.5050 -6.4452
H 1.5088 -2.9466 -3.4728
H 2.7277 -3.9368 -4.1178
H 1.4225 -3.5683 -5.1575
C -3.4962 -5.7452 -3.2497
O -3.0844 -6.6539 -4.2585
C -3.9869 -7.3521 -4.9377
O -5.2240 -7.2996 -4.8707
O -3.2945 -7.9747 -5.9087
C -3.9019 -8.3699 -7.1518
H -2.5936 -5.4410 -2.7198
H -4.1255 -6.2918 -2.5474
H -4.0097 -4.8683 -3.6441
H -4.9599 -8.6247 -7.0900
H -3.3160 -9.1849 -7.5767
H -3.6626 -7.5162 -7.7859
C 4.2831 -3.1918 0.8371
O 5.1487 -2.9130 1.8934
C 4.9205 -3.3940 3.1525
O 4.0870 -4.2328 3.4879
O 5.9725 -2.9649 3.8783
C 6.2357 -3.3987 5.1798
H 4.5497 -4.1891 0.4873
H 4.3974 -2.4117 0.0846
H 3.2440 -3.2215 1.1652
H 6.2882 -4.4830 5.2771
H 5.6385 -3.0350 6.0160
H 7.2424 -3.1453 5.5123
C -1.1978 9.3429 2.3853
O -1.1515 8.1604 3.1120
C -0.5991 7.0685 2.5831
O -0.0618 6.9826 1.4785
O -0.7372 6.0155 3.4849
C -0.4951 4.7215 3.1193
H -0.2388 9.6079 1.9400
H -1.4624 10.1824 3.0283
H -1.8447 9.1091 1.5397
H -1.3339 4.1217 3.4726
H 0.4557 4.4649 3.5863
H -0.3725 4.6979 2.0365
C -1.4430 -5.5763 2.9957
O -2.5650 -6.3036 3.3619
C -2.4362 -7.5835 3.8996
O -1.4240 -8.1954 4.0482
O -3.6608 -8.0173 4.1727
C -3.8416 -9.3770 4.5467
H -1.0997 -5.0385 3.8794
H -1.6127 -4.8411 2.2091
H -0.6801 -6.2178 2.5546
H -3.7162 -10.0074 3.6663
H -4.8667 -9.5583 4.8696
H -3.1872 -9.6985 5.3570
C -8.4958 3.3321 -1.2510
C -8.7855 4.0516 -2.4661
N -9.0203 4.6387 -3.4256
H -7.7100 2.6808 -1.6338
H -9.3525 2.8954 -0.7378
H -8.0724 4.0469 -0.5454
C -4.8179 6.8721 -1.8674
C -3.4870 7.2984 -2.2214
N -2.4053 7.6296 -2.4597
H -4.9009 7.2883 -0.8635
H -4.8316 5.7863 -1.7727
H -5.5292 7.1277 -2.6528
C -4.2588 3.4058 -5.7773
C -3.5785 4.5718 -6.3834
N -3.0288 5.4583 -6.9093
H -3.3755 2.8413 -5.4787
H -4.8260 2.9381 -6.5820
H -4.7615 3.7119 -4.8599
```

The gap between HOMO and LUMO (alpha / beta) comes out at 0.20604 / 0.18988 hartree. As for the spin multiplicity: 4. Its LUMO energy (alpha / beta) is -0.81 / -1.25 eV.

---

Record 5
# C41H91N9O23S3

14 unconnected molecules or ions with the total composition C41H91N9O23S3 (the ωB97M-V functional and the def2-TZVPD basis, the OMol25 dataset).

Structure (XYZ):
```
167
C41H91N9O23S3 the ωB97M-V functional and the def2-TZVPD basis
C 2.8457 19.8737 14.0050
C 1.6810 20.8272 14.1083
O 1.0960 20.9677 15.1893
N 1.2676 21.4466 12.9965
C 0.1352 22.3332 12.8497
H 3.3955 20.0778 13.0818
H 2.4684 18.8526 13.9534
H 3.5351 19.9307 14.8402
H 1.8696 21.4087 12.1764
H -0.0268 22.9334 13.7452
H -0.7490 21.7369 12.6250
H 0.2901 23.0706 12.0644
C 7.8048 16.0047 9.4084
C 8.3887 17.2540 10.0538
O 8.4395 17.3163 11.2719
N 8.8627 18.1923 9.2254
C 9.4428 19.4517 9.6980
H 8.0356 15.9799 8.3381
H 6.7169 16.0333 9.4791
H 8.2149 15.0914 9.8270
H 8.8891 18.0613 8.2323
H 9.8671 19.8693 8.7792
H 10.2314 19.3787 10.4417
H 8.6671 20.1824 9.9232
C 5.3598 23.3593 19.0499
C 6.1190 22.3849 18.1756
O 7.2921 22.5931 17.8687
N 5.4774 21.2799 17.7554
C 4.0561 21.0182 17.7447
H 5.6737 23.1317 20.0742
H 4.2789 23.2400 19.0871
H 5.6686 24.3713 18.8098
H 6.0281 20.7215 17.1192
H 3.8550 20.0941 17.2101
H 3.4815 21.8599 17.3541
H 3.6226 20.8064 18.7282
C 13.7088 19.4061 13.8982
C 12.3087 19.4747 13.2949
O 12.1895 19.4792 12.0746
N 11.2528 19.5724 14.1223
C 9.8881 19.5786 13.6536
H 14.1678 18.5342 13.4348
H 13.6785 19.2310 14.9762
H 14.3154 20.2870 13.7097
H 11.4231 19.6573 15.1092
H 9.8411 20.3942 12.9256
H 9.2058 19.9316 14.4250
H 9.5443 18.6512 13.1999
C 4.3010 26.3930 13.3555
C 3.1049 27.1116 12.7674
O 2.1396 27.4764 13.4220
N 3.2433 27.3076 11.4341
C 2.3286 27.9465 10.5300
H 3.9428 25.4863 13.8365
H 4.8474 27.0865 13.9923
H 5.0568 26.1070 12.6204
H 4.1442 27.0303 11.0680
H 1.2960 27.7195 10.8075
H 2.4545 27.6059 9.5045
H 2.3776 29.0386 10.5489
C 1.8704 23.9594 16.0800
C 2.8725 24.9169 16.6995
O 3.9996 24.9659 16.1912
N 2.5525 25.6957 17.7406
C 1.2141 25.7837 18.3209
H 2.5288 23.3022 15.5208
H 1.1753 24.4974 15.4406
H 1.4003 23.3775 16.8720
H 3.2731 26.2986 18.0988
H 1.2361 26.4054 19.2108
H 0.9588 24.7771 18.6591
H 0.5033 26.1505 17.5831
C 5.0985 18.7061 6.1372
C 4.9255 19.4947 7.4278
O 4.5744 20.6698 7.4375
N 5.2315 18.8295 8.5429
C 5.3387 19.3736 9.8655
H 5.4653 17.7021 6.3777
H 5.9530 19.1144 5.5927
H 4.2549 18.6095 5.4626
H 5.5255 17.8701 8.5014
H 5.9135 20.2952 9.9330
H 5.8215 18.6516 10.5312
H 4.4351 19.5282 10.4678
C 6.5597 25.7507 8.6097
C 6.0305 27.1197 9.0298
O 5.9762 27.4761 10.2061
N 5.5221 27.8884 8.0396
C 4.9097 29.2093 8.2491
H 5.9573 25.4172 7.7639
H 6.3980 25.1164 9.4783
H 7.6102 25.7742 8.3294
H 5.4695 27.4804 7.1232
H 3.9730 29.1565 7.6964
H 5.6305 29.9118 7.8291
H 4.7405 29.4542 9.2894
C 10.0944 22.6588 15.4737
C 10.8724 23.3199 16.5846
O 12.0110 23.7372 16.3948
N 10.1645 23.5873 17.6942
C 10.6277 24.4950 18.7146
H 9.7120 23.4041 14.7819
H 9.2895 22.0067 15.8191
H 10.8113 21.9961 14.9874
H 9.2183 23.2330 17.7300
H 10.4935 25.5251 18.3719
H 11.6930 24.3484 18.8887
H 10.1424 24.3826 19.6820
C 6.6593 23.7695 14.1051
C 5.4198 22.8832 14.2184
O 5.5103 21.7995 13.2878
S 6.8261 22.0338 12.3699
O 6.5500 22.8789 11.2270
O 7.4410 20.7781 12.0544
O 7.6051 22.8521 13.5223
H 7.0606 23.9532 15.0973
H 6.4883 24.7033 13.5734
H 4.4479 23.3706 14.2543
H 5.4608 22.3741 15.1862
C 6.6810 27.1895 16.1485
C 7.3865 26.0605 16.9096
O 8.6091 25.7824 16.1778
S 8.9516 27.0191 15.2040
O 9.5984 26.5468 14.0191
O 9.4760 28.1009 15.9828
O 7.3799 27.2659 14.9097
H 6.7405 28.1503 16.6596
H 5.6359 26.9330 15.9893
H 6.8529 25.1177 16.9901
H 7.7524 26.3713 17.8892
C 10.8658 23.0392 11.7649
C 12.3290 23.4745 12.0791
O 12.7086 24.3858 11.0367
S 11.3910 25.0457 10.3606
O 11.6911 25.3569 9.0061
O 10.8330 26.0355 11.2332
O 10.5833 23.6322 10.4842
H 10.1842 23.4890 12.4839
H 10.7576 21.9586 11.7616
H 13.1035 22.7118 12.0468
H 12.4345 24.0445 13.0029
C 7.5124 21.7116 7.6112
C 8.2110 21.1295 6.3973
C 9.2898 22.1809 6.0935
O 9.0040 23.2917 6.9080
C 8.4954 22.7854 8.1396
H 7.1983 21.0436 8.4168
H 6.5715 22.2098 7.3831
H 7.5692 20.9954 5.5258
H 8.7759 20.2020 6.5296
H 9.3666 22.4738 5.0459
H 10.2824 21.7618 6.3105
H 7.9190 23.5180 8.7005
H 9.3053 22.4089 8.7677
C 3.7883 23.7296 9.0995
C 4.8510 22.6924 9.4254
C 4.0686 21.6246 10.1964
O 2.8996 22.2652 10.7429
C 2.9260 23.6493 10.3751
H 3.1618 23.4614 8.2499
H 4.2383 24.7107 8.9518
H 5.6413 23.0683 10.0756
H 5.3359 22.2859 8.5373
H 4.6598 21.3055 11.0597
H 3.8089 20.7773 9.5620
H 3.3567 24.2375 11.1919
H 1.9197 24.0433 10.2238
```

The gap between HOMO and LUMO comes out at 0.34129 hartree. Its LUMO energy is 0.12 eV.

---

Record 6
# C2H2O2

A single C2H2O2 molecule (the ωB97M-V functional and the def2-TZVPD basis, the OMol25 dataset).

Structure (XYZ):
```
6
C2H2O2 the ωB97M-V functional and the def2-TZVPD basis
O -0.2640 1.3773 0.5701
C 0.2186 0.2950 0.7532
C 0.8552 -0.1812 -0.4996
O 0.9235 -1.3466 -0.7471
H 0.1880 -0.3952 1.5423
H 1.1561 0.6641 -1.0838
```

The gap between HOMO and LUMO comes out at 0.35278 hartree. Its LUMO energy is -0.55 eV.

---

Record 7
# C16H18Br2Cl2I2N2S2V

A molecular structure, C16H18Br2Cl2I2N2S2V (the ωB97M-V functional and the def2-TZVPD basis, the OMol25 dataset).

Structure (XYZ):
```
45
C16H18Br2Cl2I2N2S2V the ωB97M-V functional and the def2-TZVPD basis
V 0.1210 -0.6719 -0.4876
I 2.6029 -2.1356 2.7514
C 2.7656 -3.7108 1.5053
I 1.1642 -3.0311 -1.6672
H 1.9603 -4.4218 1.4781
H 3.6643 -3.8155 0.9256
Br -3.9372 -3.1650 -3.1861
C -1.7305 -1.8027 -4.5915
Br -0.5458 -0.2931 -4.2820
H -2.4185 -1.5748 -5.3868
H -1.1655 -2.7187 -4.5573
S 0.2347 0.6660 1.5907
C -1.3689 1.3181 1.7643
C -1.7609 1.9158 2.9632
C -3.0293 2.4560 3.1304
C -3.3643 3.0650 4.3858
N -3.6330 3.5542 5.3926
C -3.9512 2.3941 2.0723
C -3.5725 1.8019 0.8751
C -2.2931 1.2739 0.6914
S -1.8765 0.6095 -0.8747
C -5.2671 2.9447 2.2262
N -6.3217 3.3877 2.3538
H -1.0553 1.9603 3.7826
H -4.2800 1.7477 0.0582
Cl -3.1246 -3.0460 2.6362
C -1.8795 -1.9078 2.1361
Cl -0.9012 -2.5868 0.7887
H -1.1902 -1.7287 2.9520
H -2.3367 -0.9974 1.7739
C 3.9937 -0.5073 -0.7565
C 3.0205 0.4521 -1.4454
C 3.1795 0.3452 -2.9670
C 3.3151 1.8858 -0.9861
C 1.6163 0.1102 -1.0796
H 5.0244 -0.2513 -1.0230
H 3.7918 -1.5369 -1.0521
H 3.8919 -0.4441 0.3286
H 4.2063 0.5919 -3.2574
H 2.5028 1.0300 -3.4829
H 2.9460 -0.6653 -3.3046
H 4.3419 2.1562 -1.2526
H 3.1954 1.9797 0.0946
H 2.6369 2.5991 -1.4593
H 0.8282 0.7675 -1.5574
```

The total charge is -2. The gap between HOMO and LUMO (alpha / beta) comes out at 0.19120 / 0.21198 hartree. As for the spin multiplicity: 4. Its LUMO energy (alpha / beta) is 3.59 / 3.57 eV.

---

Record 8
# C14H50N4O11

11 unconnected molecules or ions with the total composition C14H50N4O11 (the ωB97M-V functional and the def2-TZVPD basis, the OMol25 dataset).

Structure (XYZ):
```
79
C14H50N4O11 the ωB97M-V functional and the def2-TZVPD basis
N 22.2102 -4.2511 6.1978
C 22.2545 -4.0757 7.4589
N 21.1347 -3.6691 8.0475
O 23.2667 -4.5803 8.2134
H 22.9919 -4.7098 5.6772
H 21.3287 -4.1605 5.6817
H 21.0743 -3.6821 9.1029
H 20.2364 -3.6993 7.5943
N 23.3093 -1.9644 5.1601
C 23.8399 -1.9623 3.9918
N 23.2901 -2.8266 3.1413
O 24.8966 -1.1577 3.6015
H 23.8588 -1.4345 5.8800
H 22.5855 -2.6465 5.5174
H 23.8223 -2.8520 2.2373
H 22.4484 -3.3389 3.3092
C 18.1139 -5.0799 7.4588
C 18.1437 -3.8748 6.5140
O 19.3205 -3.9896 5.7090
H 18.8054 -4.7194 8.2589
H 18.4958 -5.9960 6.9945
H 17.1549 -5.2350 7.9079
H 18.2126 -2.8362 7.0200
H 17.3203 -3.8282 5.7226
H 19.4598 -3.2262 5.1355
C 19.1265 -1.3431 9.2418
C 19.0793 -0.1744 10.2040
O 18.8328 -0.5100 11.5384
H 20.0064 -1.8500 9.5930
H 19.2208 -0.9771 8.1887
H 18.3166 -2.0025 9.3538
H 18.2265 0.4189 9.9081
H 20.0013 0.3723 10.0966
H 18.2281 -1.2678 11.5465
C 19.2697 -3.0579 2.1463
C 20.5191 -3.8816 1.9093
O 20.9154 -4.4018 3.1974
H 19.2998 -2.1499 2.8088
H 18.4463 -3.6467 2.5342
H 19.0028 -2.7422 1.1448
H 21.3372 -3.3192 1.5640
H 20.3095 -4.6796 1.1705
H 20.2778 -5.0039 3.5582
C 24.9963 -5.1461 5.1750
O 23.8907 -5.4289 4.3493
H 24.9304 -4.2394 5.6783
H 25.7513 -5.0104 4.4211
H 25.2033 -5.9315 5.8471
H 23.6559 -4.6184 3.9158
C 21.5940 -5.1624 11.2496
O 20.9135 -3.9689 11.1618
H 20.8323 -5.9368 11.3257
H 22.2155 -5.3593 12.0946
H 22.1670 -5.2340 10.4440
H 20.0189 -4.1048 11.4938
C 23.3842 -1.1783 8.9707
O 22.0307 -0.9205 8.5824
H 23.8890 -1.7561 8.1743
H 23.4166 -1.7538 9.8360
H 23.9166 -0.3148 9.2157
H 21.6162 -1.7123 8.4426
C 19.9600 -6.8997 4.6854
O 19.2143 -6.3097 3.6125
H 19.3464 -7.5062 5.4196
H 20.4699 -6.1588 5.3127
H 20.6998 -7.6301 4.2725
H 19.1788 -6.9886 2.9157
C 21.0267 -7.1487 8.4929
O 22.2708 -7.3297 9.0888
H 20.3692 -7.9025 8.8958
H 21.1266 -7.3997 7.4785
H 20.4846 -6.2278 8.6959
H 22.7323 -6.4434 8.8658
C 19.6684 -0.5700 5.4655
O 20.5471 -1.5968 5.2602
H 19.4679 0.0010 4.4678
H 19.9156 0.1858 6.1795
H 18.7446 -0.9593 5.9322
H 21.4306 -1.3043 5.4742
```

The gap between HOMO and LUMO comes out at 0.34697 hartree. Its LUMO energy is 0.19 eV.

---

| no. | largest force on an atom (eV/Å) |
| --- | --- |
| 1 | 1.3 |
| 2 | 4.4 |
| 3 | 3.8 |
| 4 | 5.0 |
| 5 | 4.2 |
| 6 | 2.8 |
| 7 | 0.8 |
| 8 | 8.4 |